Formula: C23H72N16O13
Source: the OMol25 dataset
Level of theory: ωB97M-V/def2-TZVPD

Geometry as XYZ:
```
124
Properties=species:S:1:pos:R:3:forces:R:3:mulliken_charge:R:1
C -1.85008 -3.79916 0.57119 0.33 1.52 -0.57 -0.690
C -2.22675 -5.09789 1.17460 -0.33 1.02 0.12 0.711
C -3.09728 -5.92264 0.25748 0.71 -1.25 0.75 -1.530
O -1.02392 -5.74419 1.61128 -0.39 -0.19 0.17 -0.543
H -2.73083 -3.39757 0.07009 0.12 0.23 -0.18 0.408
H -1.01219 -3.85678 -0.12358 -0.22 -0.42 -0.38 0.207
H -1.50510 -3.03344 1.26601 -0.16 -0.09 0.43 -0.170
H -2.84403 -4.87375 2.04455 0.06 -0.12 0.44 0.063
H -4.08921 -5.57371 -0.02961 0.36 0.63 0.10 0.389
H -3.28258 -6.76893 0.91896 -0.21 -0.79 -0.60 0.414
H -2.50534 -6.20100 -0.61442 -0.25 -0.22 -0.17 0.373
H -0.94773 -6.61323 1.21059 -0.02 -0.11 -0.04 0.301
C -3.38196 1.61861 1.92143 -0.01 -0.61 -0.90 -0.612
C -4.13113 0.23522 1.96855 3.09 1.85 0.23 0.545
C -3.64537 -0.57256 3.13228 -0.75 -0.46 1.32 -1.359
O -5.49016 0.49329 2.07542 -0.60 -0.61 -0.21 -0.601
H -2.30099 1.50296 1.84240 0.05 -0.18 -0.13 -0.219
H -3.54702 2.33266 2.72827 -0.45 -0.36 0.42 0.454
H -3.71573 2.11562 1.01058 0.13 0.12 -0.03 0.280
H -3.77402 -0.31213 1.09621 -1.02 0.12 -0.59 0.114
H -2.60547 -0.89766 3.16423 -0.05 0.05 -0.53 0.078
H -4.32750 -1.41442 3.25092 0.26 -0.50 -0.13 0.427
H -3.82167 -0.01158 4.05006 0.15 0.35 0.31 0.457
H -5.52532 0.81209 2.98025 -0.74 0.27 0.14 0.429
C -3.86137 1.07552 -2.14699 -1.06 -0.75 -1.18 -0.587
C -4.51038 1.25498 -3.57433 2.65 -1.03 2.02 0.056
C -4.18436 0.04893 -4.42885 -0.13 -0.39 -0.14 -0.870
O -5.88205 1.43249 -3.35866 -0.18 0.78 -0.89 -0.549
H -4.33185 0.18430 -1.73169 -0.20 -0.06 0.24 0.529
H -4.18298 1.92806 -1.54879 0.60 -0.01 0.14 0.196
H -2.79923 0.83302 -2.18099 0.10 0.66 0.15 -0.193
H -3.97226 2.11827 -3.96582 -0.60 0.47 -0.44 0.556
H -4.51390 0.13671 -5.46413 -0.27 0.03 0.03 0.278
H -4.62385 -0.83461 -3.96592 -0.23 -0.08 -0.14 0.433
H -3.11478 -0.15641 -4.47307 0.10 0.23 0.15 -0.178
H -6.01035 2.28967 -3.77143 -0.91 0.06 0.13 0.409
C -1.04258 3.20060 -3.02460 -1.17 0.52 -0.20 -0.815
C -1.03220 2.16489 -4.20166 0.29 2.68 0.44 1.621
C -0.65703 2.94703 -5.47265 -0.57 0.14 -0.04 -1.818
O -0.04021 1.28195 -3.87971 1.81 -2.64 -0.03 0.115
H -0.08855 3.30502 -2.50785 0.18 -0.63 -0.33 0.120
H -1.78395 3.00797 -2.24912 0.02 -0.21 -0.10 -0.146
H -1.22652 4.20629 -3.40258 -0.36 0.08 -0.15 0.704
H -1.92110 1.54415 -4.31419 -0.25 0.52 0.04 -0.953
H -0.23250 2.37048 -6.29452 -0.06 -0.39 0.12 0.411
H 0.05687 3.72557 -5.20370 0.13 -0.06 0.01 0.418
H -1.53718 3.45624 -5.86527 -0.06 0.07 -0.02 0.399
H 0.82022 1.58116 -4.18260 0.34 0.70 0.42 0.035
C 5.22681 3.80075 0.76361 -1.56 -2.00 -0.17 -1.498
C 3.69528 3.38450 1.04912 0.72 0.52 -0.31 0.164
C 3.31630 1.94794 1.26103 2.67 -0.79 -1.61 0.256
O 3.28853 3.89163 2.28245 0.01 2.01 1.43 -0.631
H 5.94427 3.38101 1.46870 -0.40 0.19 0.88 0.390
H 5.39138 4.87466 0.67563 -0.22 -0.22 -0.28 0.380
H 5.50969 3.18523 -0.09033 0.02 0.79 -0.68 0.244
H 3.00406 3.79320 0.31204 0.36 0.46 -0.29 0.380
H 3.66527 1.36499 0.40869 -1.06 -0.36 -0.48 0.037
H 2.27234 1.87079 1.56487 0.51 -0.53 -0.18 -0.872
H 4.07063 1.58932 1.96138 -0.67 -0.30 0.98 0.619
H 3.85061 3.40210 2.88745 -0.16 0.11 0.63 0.416
C 0.55875 -2.01510 -4.32749 -3.19 -7.10 0.34 0.428
O 0.54738 -3.27166 -4.27511 -0.11 0.66 -0.42 -0.803
N 1.58434 -1.37933 -3.99155 6.92 3.63 1.09 -0.189
N -0.49049 -1.29937 -4.49478 -4.04 1.39 -1.52 -0.187
H 2.40660 -1.96535 -3.96769 0.15 0.29 0.06 0.261
H 1.69443 -0.46268 -4.40109 0.39 0.03 0.27 0.119
H -0.39946 -0.29348 -4.49958 -0.41 0.22 0.11 0.239
H -1.35183 -1.76822 -4.73640 0.26 0.19 0.03 0.110
C -0.08948 0.21769 -0.32415 -1.39 4.19 -1.83 -0.317
O -0.72361 1.27545 -0.53223 -0.58 -0.31 0.18 -0.187
N 0.12740 -0.19897 0.86721 0.20 -1.32 3.68 1.572
N 0.51042 -0.40595 -1.28444 0.94 -1.84 -2.38 0.968
H 0.67671 -1.03242 1.02124 -0.13 0.32 0.61 -0.346
H -0.19049 0.46114 1.56242 0.34 -0.62 0.46 -1.034
H 1.25637 -1.03217 -1.01705 0.15 -0.18 -0.70 -0.361
H 0.31561 -0.07863 -2.21987 0.22 -0.18 0.03 -0.239
C -0.36840 4.74632 1.53345 0.82 4.14 -0.30 0.363
O -1.36356 5.40117 1.27117 -1.28 -0.89 0.07 -0.746
N -0.02774 3.53178 1.25028 -0.73 -4.04 -0.83 0.963
N 0.72578 5.38867 2.00579 1.60 1.47 1.58 -0.256
H -0.64856 2.95646 0.69918 0.24 -0.43 -0.18 -0.259
H 0.90095 3.21025 1.48321 -0.45 -0.05 -0.25 -0.316
H 1.57542 4.88247 2.21069 -0.01 0.23 0.10 0.121
H 0.67101 6.33964 2.34159 -0.27 -0.32 -0.21 0.202
C 1.15491 1.42565 3.91592 5.45 -2.93 1.44 0.542
O 2.16982 0.70031 3.96268 -0.62 0.58 -0.63 -0.716
N -0.02748 1.01843 3.68112 -5.33 -3.01 -1.54 0.164
N 1.14216 2.65288 4.25276 0.81 5.17 1.34 -0.234
H -0.77631 1.51636 4.14094 -0.17 -0.43 -0.40 0.344
H -0.06621 0.01448 3.57782 -0.39 -0.34 0.11 -0.430
H 0.25749 3.12294 4.12436 0.78 0.85 0.17 0.133
H 2.00701 3.07342 4.56145 -0.55 0.32 -0.16 0.283
C 3.53074 -2.60705 -0.83119 0.71 -1.66 -1.44 0.433
O 3.05331 -1.54827 -0.54138 -1.85 2.65 0.99 -0.411
N 2.93554 -3.64455 -1.38594 -2.50 -1.17 -0.45 -0.317
N 4.82482 -2.81921 -0.81941 3.77 0.40 0.74 -0.506
H 3.47077 -4.48109 -1.56994 -0.61 0.15 0.02 0.156
H 1.92555 -3.64459 -1.38514 0.15 -0.46 -0.24 0.119
H 5.36297 -2.04922 -0.44845 0.18 -0.47 0.18 0.231
H 5.16182 -3.76213 -0.68733 0.20 0.37 0.15 0.210
C 2.77327 -4.04354 2.52199 0.59 0.43 -2.40 0.616
O 3.57918 -4.71569 1.87924 0.27 0.09 0.12 -0.733
N 1.97428 -4.52571 3.44384 -1.80 -2.31 2.86 -0.325
N 2.46434 -2.76112 2.30627 0.87 1.42 -1.12 -0.044
H 1.90534 -5.52594 3.56594 0.19 0.29 0.01 0.231
H 1.23329 -3.95564 3.82599 0.57 -0.30 -0.05 -0.019
H 2.83656 -2.28234 1.49861 0.12 0.00 0.34 -0.056
H 1.70193 -2.34824 2.82431 0.23 0.26 -0.18 0.408
C 3.37655 2.17425 -2.59306 -0.53 -0.91 -1.59 0.495
O 2.40593 2.62587 -3.16221 -1.40 1.56 -0.30 -0.595
N 4.53592 2.82236 -2.48779 0.78 0.60 0.55 -0.382
N 3.36560 0.89158 -2.26113 0.40 -2.97 1.19 0.095
H 5.35587 2.25070 -2.34287 0.12 0.82 -0.11 0.216
H 4.49720 3.76040 -2.86015 0.68 -0.27 0.02 0.256
H 2.49762 0.38623 -2.15463 -0.20 0.51 -0.18 -0.184
H 4.10538 0.35173 -1.83525 0.15 0.59 0.12 0.156
C -0.56902 -2.45629 4.23913 2.68 0.52 -2.94 0.794
O 0.30582 -1.83951 3.59850 -1.13 -0.06 0.48 -1.028
N -0.98369 -3.65258 4.00093 -0.77 -5.04 -1.71 -0.349
N -1.22775 -2.01713 5.22750 -2.53 4.33 5.19 -0.282
H -1.77279 -3.99734 4.52872 0.27 -0.13 -0.43 0.132
H -0.60658 -4.28460 3.30924 0.02 0.14 -0.22 0.079
H -1.23490 -1.02564 5.41985 0.22 -0.25 0.25 0.289
H -1.72545 -2.61609 5.87066 0.10 0.36 -0.28 0.137
```
Positions in Å, forces in eV/Å.

Its frontier orbital gap is 0.330 Ha. As for the energy above the lowest of the compared OMol25 structures with the same formula, charge and spin: 5.084 eV.

***

Formula: C23H26N4O2S
Source: the OMol25 dataset
Level of theory: ωB97M-V/def2-TZVPD

Geometry as XYZ:
```
56
Properties=species:S:1:pos:R:3:forces:R:3:mulliken_charge:R:1
C 3.75961 -1.69593 -3.55310 -0.20 0.02 0.04 -1.490
H 3.73342 -2.20244 -4.51392 0.02 -0.05 -0.15 0.446
H 4.59092 -2.08304 -2.97076 0.07 -0.03 -0.01 0.328
H 3.91248 -0.63226 -3.72200 0.04 0.10 -0.05 0.350
C 2.45102 -1.93291 -2.80213 0.29 -0.25 -0.06 0.359
N 2.44847 -1.21449 -1.53207 -0.25 0.13 -0.21 0.389
C 3.30928 -1.45262 -0.53795 -0.35 0.49 0.32 0.671
O 4.23646 -2.23657 -0.57297 0.39 -0.29 0.06 -0.685
C 3.06046 -0.61371 0.73444 0.60 -0.32 -0.05 -0.802
N 1.67336 -0.51121 1.08023 -0.29 0.02 0.03 0.351
C 0.93973 0.61564 1.32315 0.12 0.41 0.14 0.050
N -0.29666 0.38973 1.65342 -0.16 0.46 0.14 -0.237
C -0.42861 -0.97325 1.63529 0.67 -0.50 -0.19 -0.147
C -1.53340 -1.77573 1.90479 0.10 0.00 -0.01 -0.474
C -1.37006 -3.13858 1.78918 -0.23 -0.02 0.05 -0.518
C -0.14631 -3.70663 1.42041 0.13 -0.06 -0.03 -0.804
C 0.96373 -2.93207 1.15728 0.15 -0.07 -0.02 -0.962
C 0.80642 -1.55878 1.26982 -0.66 -0.04 0.20 1.087
H 1.90909 -3.36962 0.87695 0.11 -0.11 -0.04 0.520
H -0.07057 -4.78089 1.34326 0.02 -0.09 -0.01 0.405
H -2.20631 -3.79191 1.98955 -0.07 -0.05 0.02 0.407
H -2.47104 -1.33234 2.19974 -0.14 0.05 0.04 0.523
S 1.62549 2.22416 1.18147 -0.02 0.14 -0.15 -0.319
C 1.38068 2.44580 -0.63147 0.26 -0.20 0.36 -1.182
H 1.32053 3.51779 -0.80880 -0.01 0.03 0.01 0.565
C 0.15139 1.70158 -1.11832 0.31 0.28 -0.15 0.839
O 0.29615 0.65214 -1.73800 0.01 -0.21 -0.10 -0.879
N -1.04701 2.24803 -0.90152 -0.24 0.09 -0.14 0.228
C -2.23571 1.60226 -1.42191 -0.20 -0.47 -0.15 -1.243
C -2.95867 0.86887 -0.29841 0.16 0.06 -0.12 -0.497
C -3.11948 1.75245 0.90612 -0.09 0.03 -0.01 0.803
C -4.02685 1.41089 1.90161 0.04 0.06 -0.02 -0.603
C -4.16877 2.19023 3.03291 -0.06 -0.05 0.07 -0.739
C -3.39703 3.33039 3.18319 0.02 0.08 0.08 -0.647
C -2.49082 3.67774 2.20036 -0.03 -0.05 -0.09 -0.807
C -2.34573 2.89679 1.06124 -0.05 0.03 0.05 1.287
C -1.34805 3.32560 0.00914 -0.01 0.41 0.10 -1.689
H -0.44634 3.67352 0.51044 -0.08 -0.03 -0.09 0.443
H -1.76808 4.16543 -0.56542 0.09 -0.07 0.07 0.307
H -1.88137 4.56270 2.31639 0.09 0.11 0.03 0.405
H -3.49763 3.94336 4.06624 -0.01 0.05 0.08 0.407
H -4.87730 1.90951 3.79802 -0.06 -0.02 0.06 0.394
H -4.62743 0.52029 1.78022 -0.08 -0.10 -0.02 0.475
H -2.36919 -0.00506 -0.00964 -0.03 -0.03 -0.10 0.013
H -3.93150 0.51728 -0.64739 0.00 -0.01 0.00 0.587
H -2.87871 2.37987 -1.84721 0.04 -0.02 0.00 0.421
H -1.93296 0.90996 -2.20885 -0.09 0.15 0.07 0.484
H 2.25289 2.03890 -1.14578 -0.21 0.05 -0.07 0.548
H 3.46450 0.39331 0.59145 -0.09 -0.15 0.04 0.420
H 3.61672 -1.09305 1.54815 -0.04 0.05 -0.19 0.289
H 1.69810 -0.53837 -1.42307 0.05 0.03 0.13 -0.112
C 2.20633 -3.42306 -2.57173 -0.06 0.20 -0.04 -1.416
H 3.02793 -3.84407 -1.99879 0.05 -0.07 0.03 0.318
H 2.13874 -3.94162 -3.52408 -0.02 -0.09 -0.12 0.454
H 1.27853 -3.57187 -2.02294 -0.09 -0.05 0.03 0.315
H 1.61912 -1.51218 -3.37625 0.09 -0.03 0.09 0.363
```
Positions in Å, forces in eV/Å.

Its frontier orbital gap is 0.333 Ha. As for the SMILES: CC(C)NC(=O)Cn1c(SCC(=O)N2CCc3ccccc3C2)nc2ccccc21. As for the energy above the lowest of the compared OMol25 structures with the same formula, charge and spin: 0.000 eV.